Record 1
15
Properties=species:S:1:pos:R:3:mulliken_charge:R:1 method="wB97M-V/def2-TZVPD" max_force_ev_per_a=1.91 lumo_ha=0.0352 spin_multiplicity=1 gap_ev=10.61 charge=0 relative_energy_ev=2.105
N 2.039 2.407 0.174 -0.46
C 1.404 1.458 0.346 0.04
C 0.784 0.153 0.435 0.40
N 2.096 -0.637 0.116 -0.72
C -0.506 0.063 -0.448 -0.29
C -1.942 0.252 0.081 -0.57
C -1.466 -1.096 -0.355 -0.55
H 0.436 -0.073 1.460 0.21
H 2.885 -0.393 0.743 0.30
H 2.485 -0.430 -0.810 0.29
H -0.396 0.505 -1.435 0.38
H -2.149 0.423 1.135 0.24
H -2.661 0.761 -0.568 0.24
H -1.849 -1.518 -1.280 0.25
H -1.276 -1.824 0.428 0.24

Record 2
118
Properties=species:S:1:pos:R:3:mulliken_charge:R:1 method="wB97M-V/def2-TZVPD" max_force_ev_per_a=2.73 lumo_ha=0.0637 spin_multiplicity=1 gap_ev=6.83 charge=-1
C 2.541 -3.488 5.012 -0.30
N 3.621 -2.438 4.746 -0.49
C 2.887 -1.300 4.024 -0.22
In 1.303 -0.302 5.296 0.72
C -0.453 -1.613 5.857 -0.64
Cl -1.713 -0.479 6.693 -0.29
C -1.139 -2.440 4.621 0.11
C -0.775 -1.888 3.122 -0.66
Cl -0.853 -4.297 4.809 -0.25
H 2.067 -3.221 6.048 0.09
H 2.941 -4.592 4.963 0.29
H 1.741 -3.339 4.143 -0.03
H 4.275 -2.899 4.051 0.26
H 2.537 -1.663 2.968 -0.11
H 3.722 -0.471 3.819 0.14
H 2.127 0.142 6.870 -0.34
H 0.837 1.290 4.553 -0.34
H -0.117 -2.362 6.712 0.29
H -2.319 -2.311 4.747 0.35
H -1.331 -0.855 2.909 0.29
H 0.367 -1.849 2.871 -0.11
H -1.250 -2.664 2.349 0.28
C 5.820 3.668 4.696 -0.51
C 5.665 5.044 4.866 -0.29
C 4.524 5.545 5.491 -0.39
C 3.541 4.670 5.955 -0.49
C 3.698 3.295 5.788 -0.18
C 4.835 2.793 5.155 -0.27
H 6.708 3.278 4.206 0.36
H 6.434 5.725 4.510 0.40
H 4.400 6.618 5.617 0.41
H 2.654 5.061 6.446 0.37
H 2.933 2.613 6.151 0.20
H 4.955 1.722 5.020 0.38
C 8.969 8.937 4.822 -0.43
C 8.569 10.255 5.045 -0.42
C 7.578 10.534 5.985 -0.42
C 6.993 9.495 6.711 -0.54
C 7.396 8.178 6.490 -0.20
C 8.380 7.898 5.543 -0.41
H 9.739 8.720 4.086 0.37
H 9.030 11.064 4.484 0.36
H 7.262 11.560 6.154 0.37
H 6.224 9.713 7.447 0.43
H 6.941 7.369 7.057 0.45
H 8.690 6.872 5.368 0.45
C -0.005 -4.716 -1.292 -0.48
C -0.060 -4.133 -2.557 -0.25
C 0.421 -2.838 -2.751 -0.53
C 0.967 -2.130 -1.681 -0.43
C 1.026 -2.714 -0.416 -0.22
C 0.536 -4.005 -0.220 -0.39
H -0.383 -5.723 -1.140 0.39
H -0.479 -4.688 -3.393 0.39
H 0.372 -2.382 -3.736 0.40
H 1.347 -1.123 -1.833 0.38
H 1.453 -2.163 0.418 0.30
H 0.576 -4.458 0.767 0.43
C -2.755 -1.962 -3.864 -0.03
C -4.076 -1.654 -3.540 -0.64
C -5.039 -1.569 -4.545 -0.31
C -4.684 -1.802 -5.874 -0.17
C -3.363 -2.113 -6.197 -0.66
C -2.398 -2.189 -5.194 -0.28
H -2.003 -2.025 -3.081 0.30
H -4.354 -1.479 -2.504 0.39
H -6.067 -1.322 -4.293 0.40
H -5.435 -1.740 -6.656 0.28
H -3.087 -2.296 -7.232 0.42
H -1.368 -2.427 -5.447 0.26
C -3.375 -5.508 -6.826 -0.13
C -2.467 -5.093 -7.800 -0.34
C -2.355 -5.799 -8.997 -0.54
C -3.160 -6.916 -9.225 -0.41
C -4.070 -7.329 -8.253 -0.44
C -4.176 -6.628 -7.052 -0.55
H -3.460 -4.959 -5.892 0.44
H -1.845 -4.219 -7.625 0.34
H -1.643 -5.480 -9.752 0.37
H -3.076 -7.464 -10.160 0.36
H -4.698 -8.199 -8.431 0.37
H -4.881 -6.953 -6.293 0.54
C -8.480 -4.688 -5.526 -0.22
C -7.675 -5.447 -6.374 -0.68
C -8.160 -6.637 -6.917 -0.31
C -9.454 -7.063 -6.618 -0.53
C -10.261 -6.302 -5.772 -0.37
C -9.773 -5.117 -5.223 -0.50
H -8.101 -3.762 -5.101 0.45
H -6.669 -5.112 -6.613 0.63
H -7.530 -7.232 -7.573 0.40
H -9.834 -7.988 -7.045 0.37
H -11.270 -6.634 -5.541 0.36
H -10.400 -4.527 -4.560 0.38
C 10.678 9.718 9.964 -0.61
C 9.438 9.519 9.357 0.22
C 8.291 9.392 10.139 -0.22
C 8.382 9.474 11.529 -0.47
C 9.621 9.677 12.136 -0.40
C 10.770 9.795 11.354 -0.31
H 11.573 9.814 9.355 0.36
H 9.367 9.462 8.274 0.13
H 7.326 9.230 9.667 0.26
H 7.487 9.380 12.139 0.35
H 9.691 9.743 13.219 0.35
H 11.736 9.948 11.827 0.35
C -7.939 -1.660 -8.574 -0.31
C -7.945 -0.727 -9.610 -0.51
C -8.472 -1.070 -10.855 -0.41
C -9.002 -2.344 -11.061 -0.36
C -8.999 -3.276 -10.023 -0.56
C -8.464 -2.936 -8.781 0.22
H -7.525 -1.394 -7.605 0.41
H -7.538 0.268 -9.448 0.37
H -8.470 -0.345 -11.664 0.35
H -9.417 -2.610 -12.030 0.36
H -9.413 -4.268 -10.183 0.38
H -8.457 -3.664 -7.975 0.11

Record 3
16
Properties=species:S:1:pos:R:3:mulliken_charge:R:1 method="wB97M-V/def2-TZVPD" max_force_ev_per_a=0.43 lumo_ha=0.0378 spin_multiplicity=1 gap_ev=11.14 charge=0 relative_energy_ev=1.060
O 2.714 0.014 0.232 -0.52
C 1.474 -0.573 0.572 -0.73
C 0.342 -0.199 -0.367 0.31
C -0.993 -0.951 -0.164 -0.77
C -1.750 0.388 -0.302 -0.46
C -0.409 1.136 -0.120 -0.73
H 2.591 0.971 0.206 0.31
H 1.640 -1.656 0.546 0.31
H 1.178 -0.316 1.605 0.34
H 0.696 -0.277 -1.401 0.28
H -1.072 -1.372 0.846 0.26
H -1.225 -1.739 -0.887 0.31
H -2.170 0.525 -1.303 0.23
H -2.533 0.590 0.434 0.29
H -0.275 1.493 0.909 0.26
H -0.207 1.966 -0.805 0.31

Record 4
45
Properties=species:S:1:pos:R:3:mulliken_charge:R:1 method="wB97M-V/def2-TZVPD" max_force_ev_per_a=8.63 lumo_ha=0.0177 spin_multiplicity=1 gap_ev=9.11 charge=0 relative_energy_ev=10.297
N -3.048 4.923 -3.179 -0.86
C -3.375 4.620 -1.725 -0.62
C -2.064 4.155 -1.095 -0.04
C -1.299 3.428 -2.004 -0.88
C -1.164 1.795 -2.196 -1.44
C -0.856 1.086 -0.977 0.57
N -0.608 -0.417 -1.048 -0.21
C 0.295 -1.369 -0.798 0.22
O 0.161 -2.535 -1.100 -0.67
C 1.321 -0.909 0.313 0.40
N 0.589 -0.603 1.545 -0.46
C 2.604 -1.672 0.238 -0.85
C 2.648 -2.848 1.264 0.48
C 1.909 -3.983 0.912 -0.15
C 1.619 -5.034 1.844 -0.93
C 2.101 -4.766 3.139 0.46
O 2.111 -5.825 4.073 -0.54
C 2.990 -3.668 3.473 -0.27
C 3.097 -2.555 2.618 -0.63
C -1.939 1.025 0.075 0.30
O -2.947 1.542 -0.407 -0.50
O -1.876 0.025 1.188 -0.61
H -3.261 3.856 -3.699 0.37
H -2.195 5.521 -3.774 0.34
H -3.986 3.751 -1.895 0.29
H -3.928 5.463 -1.220 0.35
H -1.646 5.189 -0.693 0.34
H -2.244 3.686 -0.021 0.13
H -0.181 3.850 -1.895 0.19
H -1.698 3.906 -2.964 0.45
H -0.604 1.520 -3.090 0.46
H -2.133 1.608 -2.563 0.45
H 0.122 1.535 -0.521 0.20
H -1.166 -0.777 -1.873 0.27
H 1.519 -0.066 -0.358 0.18
H 1.009 0.036 2.160 0.24
H 0.508 -1.445 2.174 0.29
H 2.643 -2.135 -0.869 0.30
H 3.624 -1.170 0.513 0.36
H 1.606 -4.038 -0.168 0.30
H 1.009 -5.744 1.406 0.50
H 2.089 -5.355 5.030 0.36
H 3.628 -3.701 4.406 0.28
H 3.963 -1.587 2.655 0.13
H -0.947 -0.316 1.107 0.48

Record 5
21
Properties=species:S:1:pos:R:3:mulliken_charge:R:1 method="wB97M-V/def2-TZVPD" max_force_ev_per_a=3.84 lumo_ha=-0.0399 spin_multiplicity=1 gap_ev=8.63 charge=0 relative_energy_ev=0.867
C 0.767 -0.636 0.001 -0.61
C 0.365 0.701 -0.682 -0.64
C 0.088 -0.805 1.338 -0.40
C -1.841 -0.173 -0.215 -0.92
C -1.089 1.069 -0.388 -0.24
C -1.397 -0.879 1.025 -0.50
O -4.490 0.115 1.936 -0.49
P -4.130 0.121 0.526 0.84
Br -1.517 2.305 1.091 -0.03
Br -1.771 -2.761 0.674 -0.06
Br -5.199 -1.341 -0.736 -0.18
Br -4.697 1.988 -0.500 -0.17
H 0.223 -1.435 -0.716 0.23
H 1.826 -0.796 0.060 0.46
H 1.132 1.501 -0.298 0.28
H 0.579 0.751 -1.812 0.32
H 0.529 -1.774 1.940 0.34
H 0.391 0.215 1.915 0.20
H -1.974 -0.866 -1.035 0.61
H -1.394 1.500 -1.381 0.37
H -2.075 -0.703 1.811 0.59

Record 6
38
Properties=species:S:1:pos:R:3:mulliken_charge:R:1 method="wB97M-V/def2-TZVPD" max_force_ev_per_a=4.58 lumo_ha=-0.0197 spin_multiplicity=1 gap_ev=7.54 charge=0 relative_energy_ev=7.181
O 1.012 -6.926 2.649 -0.39
N 1.138 -6.465 1.560 -0.38
C 0.498 -5.363 1.202 0.31
C -0.076 -4.525 2.168 -0.42
C -0.524 -3.256 1.768 -0.58
C -0.435 -2.779 0.455 0.99
N -0.753 -1.432 0.197 0.24
C -0.999 -0.796 -1.123 -1.06
C -0.226 0.388 -1.542 -0.51
N 0.049 1.261 -0.375 0.33
C 0.293 2.660 -0.643 -0.31
C -0.575 3.367 -1.440 -0.32
C -0.489 4.711 -1.621 -0.49
C 0.566 5.418 -1.101 0.41
N 0.789 6.788 -1.239 -0.28
O -0.078 7.579 -1.453 -0.35
C 1.502 4.736 -0.308 -0.37
C 1.342 3.343 -0.090 -0.47
C 0.192 0.768 0.983 -0.67
C -0.737 -0.417 1.276 -1.14
C -0.096 -3.758 -0.533 -0.59
C 0.426 -4.947 -0.184 -0.38
H -0.117 -4.799 3.191 0.45
H -1.009 -2.692 2.494 0.55
H -1.036 -1.607 -1.804 0.50
H -2.080 -0.471 -1.091 0.26
H 0.786 0.091 -1.891 0.27
H -0.783 0.889 -2.305 0.41
H -1.494 2.898 -1.671 0.45
H -1.240 5.265 -2.145 0.43
H 2.311 5.272 0.129 0.45
H 1.908 2.819 0.592 0.55
H 0.033 1.545 1.761 0.40
H 1.233 0.424 1.075 0.41
H -0.334 -0.727 2.197 0.53
H -1.763 -0.016 1.401 0.18
H 0.019 -3.525 -1.562 0.29
H 0.747 -5.724 -0.976 0.29